# C4H5O3

A gas-phase ion, C4H5O3 (charge +1) at a distorted geometry (ωB97M-V/def2-TZVPD, the OMol25 dataset).

Structure (ORCA input):
```
! wB97M-V def2-TZVPD RIJCOSX def2/J DEFGRID3
* xyz 1 1
C 1.146 -1.694 0.769
C 0.092 0.456 0.933
C -0.642 0.022 -0.302
C 1.205 -1.348 -0.706
O 0.513 -0.747 1.532
O 0.240 -0.740 -1.191
O 1.495 -2.773 1.134
H 1.079 0.881 0.944
H -0.648 0.935 1.628
H -1.400 -0.669 0.024
H -1.002 0.731 -0.974
H 1.866 -1.842 -1.487
*
```

The total energy is -10361.26662 eV. The calculation puts the relative energy (zero: lowest compared OMol25 entry of this formula, charge and spin) at 152.94 kJ/mol. The value obtained for the frontier orbital gap is 0.34217 Eh.